Computed, not measured: a molecular structure, C25H45F2GaN5O2, with the ωB97M-V functional and the def2-TZVPD basis.

Last column: Mulliken charge in e.
Cartesian coordinates (Å):
C 0.43488 2.83633 -1.09097  -0.30
C -0.21175 1.81963 -2.20288  -0.07
C 0.00701 0.22371 -1.89890  -0.62
C 0.25549 -0.13779 -0.30287  -0.40
Ga -1.56847 -0.01726 0.66092  -0.17
C -2.50978 -1.89796 0.50717  0.23
O -1.86278 -2.93908 -0.08091  -0.56
N -3.91597 -1.97566 1.06159  -0.27
C -4.95495 -1.54334 0.04796  0.61
O -5.87204 -0.61040 0.34988  -0.54
F -4.90093 -2.22904 -1.29456  -0.26
C -1.46808 0.39419 2.68476  0.10
F -2.70009 1.20406 3.00781  -0.43
C -0.14246 1.23254 3.16202  0.10
C 0.38499 0.63759 4.62931  -0.99
H 0.46859 3.94932 -1.45157  0.37
H 1.51255 2.42254 -0.82338  -0.39
H -0.23039 2.76990 -0.10569  0.09
H 0.33606 2.06702 -3.23455  -0.11
H -1.36201 2.04545 -2.40467  0.25
H -0.99748 -0.32328 -2.24083  0.15
H 0.85685 -0.27415 -2.57360  0.30
H 1.13050 0.45987 0.19347  0.17
H 0.58080 -1.28581 -0.29028  0.33
H -2.46932 1.10279 -0.09783  -0.31
H -4.01687 -1.47255 1.97789  0.36
H -1.52899 -0.60138 3.31112  0.24
H 0.74012 1.24078 2.38437  -0.04
H -0.51105 2.34351 3.39465  0.26
H 0.88910 -0.43021 4.45293  0.24
H 1.12643 1.38994 5.17720  0.32
H -0.50982 0.42909 5.37867  0.27
C 1.36915 2.91795 -7.20473  -1.18
C 0.49774 3.87841 -6.40585  -0.28
C 1.26385 5.09205 -5.88082  -0.44
C 2.29617 4.72038 -4.90248  0.29
N 3.11537 4.42618 -4.13612  -0.44
H 2.16225 2.48701 -6.58587  0.34
H 0.76301 2.09187 -7.59019  0.32
H 1.83314 3.42499 -8.05647  0.33
H 0.03219 3.33602 -5.57412  0.18
H -0.31554 4.22989 -7.05265  0.31
H 0.55418 5.77896 -5.40576  0.27
H 1.71963 5.63627 -6.71626  0.31
C 6.73998 2.77856 0.57147  -1.14
C 5.99608 1.83062 -0.36023  -0.45
C 4.71038 2.43023 -0.92852  -0.28
C 3.70813 2.69284 0.11430  0.28
N 2.92035 2.90666 0.93810  -0.46
H 6.14345 3.02110 1.45637  0.34
H 7.67039 2.31529 0.91513  0.34
H 6.99415 3.71225 0.06015  0.29
H 5.77499 0.89908 0.17461  0.31
H 6.65999 1.57018 -1.19373  0.32
H 4.28831 1.73160 -1.65990  0.25
H 4.93736 3.35601 -1.47005  0.33
C -6.84683 -6.40595 -1.52166  -1.16
C -6.64840 -5.19771 -2.42765  -0.35
C -7.82629 -4.22440 -2.40031  -0.25
C -9.05629 -4.82090 -2.94093  0.14
N -10.02829 -5.29407 -3.36077  -0.45
H -7.70140 -7.01045 -1.84100  0.34
H -5.95910 -7.04598 -1.54815  0.33
H -7.01142 -6.09626 -0.48492  0.30
H -6.46566 -5.54186 -3.45277  0.29
H -5.74565 -4.66507 -2.10414  0.25
H -7.56798 -3.34090 -2.99516  0.27
H -7.99935 -3.87593 -1.37539  0.26
C 2.94823 -1.64744 7.99718  -0.99
C 3.24206 -2.88861 7.16459  -0.42
C 4.01216 -2.58395 5.88021  -0.45
C 3.23437 -1.75823 4.94524  0.27
N 2.62329 -1.10075 4.21090  -0.46
H 2.30351 -0.94645 7.45805  0.24
H 2.43368 -1.92775 8.92187  0.31
H 3.87296 -1.12800 8.26715  0.30
H 2.29896 -3.39627 6.92892  0.29
H 3.83489 -3.58289 7.77275  0.30
H 4.26956 -3.52988 5.39021  0.27
H 4.95814 -2.08504 6.12116  0.27

Properties
Gap between HOMO and LUMO, eV: 7.312
HOMO energy, Ha: -0.1861
Lowest unoccupied orbital energy, Eh: 0.0826
Net charge: -1
Multiplicity: 1
Energy above the lowest of the compared OMol25 structures with the same formula, charge and spin, kJ/mol: 360.2